Formula: C32H64FNO17S
Source: OMol25
Level of theory: ωB97M-V/def2-TZVPD

Computed properties:
* HOMO: -9.902 eV
* ΔE to the lowest compared entry with this formula, charge and spin: 0.000 eV
* SMILES string: C=CCN(CCCCCCCCCCCCCC)S(=O)(=O)F.COC(=O)OC.COC(=O)OC.COC(=O)OC.COC(=O)OC.COC(=O)OC
* frontier orbital gap: 10.41 eV

CARTESIAN COORDINATES (ANGSTROEM)
H1 4.474 -0.738 -0.382
H2 -5.973 1.699 -2.480
C1 -5.447 1.380 1.854
C2 -6.197 -2.447 1.378
H3 3.274 -6.680 -0.176
H4 3.962 3.068 2.356
H5 3.194 4.999 4.884
H6 4.253 6.047 5.850
C3 0.205 2.401 1.081
O1 -4.312 3.753 -5.730
H7 4.243 -8.168 -0.129
C4 3.413 6.028 5.163
H8 -4.564 1.375 -0.130
H9 3.040 4.154 0.199
H10 4.054 -1.008 -4.606
C5 -4.501 1.969 0.784
H11 -7.264 0.219 1.746
H12 -6.775 -1.714 -0.606
C6 -4.982 1.960 -2.840
C7 3.473 2.512 1.560
C8 -5.634 -1.139 1.939
H13 3.758 -7.463 -1.695
H14 -5.201 -2.566 -0.524
H15 3.655 6.613 4.277
H16 -2.956 2.333 2.229
O2 1.913 0.338 -5.436
H17 -3.555 4.750 -7.320
O3 -3.914 -8.468 0.896
H18 1.711 1.879 -0.400
H19 -0.961 7.969 4.394
O4 7.516 1.450 1.191
H20 -5.828 -1.121 3.014
H21 9.239 -5.744 -1.597
C9 1.182 6.662 5.154
H22 -0.540 0.441 -4.397
O5 6.689 -0.199 2.833
C10 -4.546 -7.463 0.711
O6 -2.912 2.849 -4.208
H23 -0.649 4.307 0.451
H24 -0.073 2.061 -4.983
H25 3.930 1.684 -0.325
H26 -3.687 -5.497 3.098
C11 6.359 -2.388 0.620
H27 -4.601 -8.586 -1.659
O7 6.340 -8.046 -1.741
N1 5.089 0.634 1.041
H28 -5.570 -3.258 1.753
O8 3.217 0.615 -3.613
C12 -0.946 3.426 1.018
C13 4.297 0.015 -4.327
F1 5.887 2.041 2.827
H29 -4.417 1.048 -3.027
H30 5.247 2.641 0.296
H31 -2.551 3.390 -6.775
H32 8.871 -7.442 -1.232
H33 0.543 2.274 2.110
C14 -2.152 2.800 0.290
C15 2.078 0.704 -4.303
C16 -3.031 1.934 1.217
O9 -5.160 2.696 -4.052
H34 -1.418 6.353 4.996
H35 -3.917 -7.251 3.252
C17 -6.239 0.148 1.376
C18 4.477 1.924 0.585
C19 -1.033 7.333 5.274
H36 -1.699 7.791 6.000
H37 -4.851 1.119 2.727
H38 2.049 4.100 1.625
C20 -5.550 -8.356 -1.178
C21 5.395 -0.197 -0.165
H39 5.613 0.419 -1.036
O10 1.042 6.281 4.022
O11 -5.407 -7.251 -0.283
C22 8.518 -6.544 -1.735
H40 -6.272 -8.049 -1.929
C23 -0.131 1.410 -4.114
H41 -2.700 0.897 1.214
O12 -4.507 -6.365 1.465
C24 4.060 -7.243 -0.672
H42 -7.201 -2.639 1.761
H43 7.232 -3.018 0.728
H44 -1.744 2.160 -0.493
C25 -3.617 -6.449 2.580
O13 1.162 1.255 -3.512
O14 7.296 -6.087 -1.152
C26 2.510 3.469 0.862
C27 -3.171 4.224 -6.451
H45 0.954 3.447 -0.597
H46 -0.770 1.867 -3.365
H47 5.434 -2.771 1.030
C28 -6.223 -2.527 -0.147
H48 8.388 -6.736 -2.798
C29 1.364 2.758 0.143
H49 -0.187 1.438 0.753
C30 -4.020 3.078 -4.622
H50 -4.788 2.986 0.521
H51 -2.594 -6.605 2.243
H52 7.430 -1.000 -0.510
O15 5.221 -6.410 -0.657
H53 -4.547 -1.134 1.835
H54 -4.477 2.569 -2.094
S1 6.449 0.885 1.949
C31 6.489 -1.225 -0.023
C32 6.291 -6.957 -1.234
H55 4.557 0.591 -5.213
O16 2.308 6.606 5.862
H56 5.144 0.007 -3.646
H57 -6.144 2.153 2.176
H58 -2.587 4.909 -5.840
H59 -2.776 3.561 -0.178
H60 2.913 1.703 2.031
O17 0.238 7.212 5.915
H61 -6.696 -3.461 -0.449
H62 -1.254 3.743 2.012
H63 -5.923 -9.232 -0.651
H64 -6.294 0.130 0.292

Atomic partial charges in e from the Mulliken method, atoms 1 to 5: atom 1 (H): 0.428, atom 2 (H): 0.265, atom 3 (C): -1.141, atom 4 (C): -0.260, atom 5 (H): 0.206


Formula: C31H30CeN4O6
Source: OMol25
Level of theory: ωB97M-V/def2-TZVPD

Computed properties:
* HOMO: -8.084 eV
* frontier orbital gap: 6.38 eV

CARTESIAN COORDINATES (ANGSTROEM)
C1 -1.463 -3.690 -1.138
H1 -5.800 -1.946 2.529
H2 0.476 2.750 2.832
C2 -1.946 0.416 1.541
H3 -0.329 -6.212 -3.104
H4 -3.388 -1.779 1.972
C3 -0.551 -3.813 -0.095
O1 1.474 0.763 -2.162
N1 -1.369 1.584 1.647
H5 -3.852 -0.858 -2.289
C4 -3.345 1.804 -2.985
C5 -5.341 -0.975 2.384
H6 -2.084 -4.475 -3.033
H7 -0.710 3.472 -1.926
O2 4.981 0.123 0.270
C6 -3.394 0.355 1.881
N2 -2.025 -1.271 -1.425
C7 -4.153 1.515 2.025
C8 -6.095 0.182 2.522
H8 2.508 -3.418 -3.374
C9 0.398 -1.835 -3.746
H9 -0.465 -1.247 -3.431
C10 -2.640 3.016 -2.935
C11 -1.376 -4.563 -2.216
H10 3.873 -1.427 -0.564
H11 4.988 3.960 2.525
O3 2.475 0.358 -4.145
C12 4.970 2.139 1.381
H12 -3.676 2.474 1.874
H13 -2.924 -2.590 -0.081
H14 1.308 -6.393 -1.253
C13 -5.498 1.425 2.342
C14 4.382 3.168 2.109
C15 -2.874 -0.481 -1.994
C16 1.639 -1.508 -2.930
C17 -1.499 2.779 -2.178
N3 -0.027 1.536 1.281
N4 -1.465 1.497 -1.756
H15 -2.917 3.953 -3.392
H16 -3.335 -2.866 -1.769
C18 -0.383 -5.535 -2.261
H17 2.523 3.921 2.856
H18 -0.633 -3.153 0.762
C19 1.927 0.004 -3.136
H19 -6.087 2.328 2.447
Ce1 0.030 0.047 -0.550
H20 -7.145 0.116 2.774
H21 -4.277 1.601 -3.493
H22 1.154 -4.857 0.679
H23 0.609 -1.598 -4.788
H24 3.121 -2.054 -4.345
H25 3.972 0.071 -1.549
C20 0.826 2.172 1.984
C21 4.503 -0.590 -0.862
C22 2.245 2.127 1.719
H26 6.042 2.109 1.225
C23 2.826 1.057 0.991
C24 2.806 -2.369 -3.353
O4 2.097 0.038 0.541
H27 3.654 -2.258 -2.673
C25 -2.517 -2.616 -1.092
O5 1.324 -1.738 -1.515
C26 3.021 3.146 2.285
C27 0.533 -5.638 -1.222
H28 5.384 -0.981 -1.367
O6 -1.329 -0.688 1.201
C28 -3.994 -0.888 2.061
C29 0.446 -4.775 -0.137
H29 1.978 -1.229 -0.990
C30 4.231 1.102 0.845
H30 0.149 -2.894 -3.653
C31 -2.602 0.885 -2.257

Atomic partial charges in e from the Mulliken method, atoms 1 to 5: atom 1 (C): 0.439, atom 2 (H): 0.409, atom 3 (H): 0.403, atom 4 (C): 0.750, atom 5 (H): 0.383


Formula: C3H3N3O
Source: OMol25
Level of theory: ωB97M-V/def2-TZVPD

Computed properties:
* HOMO: -9.654 eV
* ΔE to the lowest compared entry with this formula, charge and spin: 0.843 eV
* SMILES string: N=C=CC=O.N#N
* frontier orbital gap: 10.07 eV

CARTESIAN COORDINATES (ANGSTROEM)
C1 0.979 -0.546 0.235
N1 -0.399 1.846 -1.387
N2 0.554 2.197 -0.959
O1 -1.417 0.192 1.559
C2 -0.228 -0.954 -0.151
N3 2.103 -0.293 0.616
H1 -0.321 -1.511 -1.082
C3 -1.421 -0.555 0.601
H2 -2.373 -0.977 0.211
H3 2.524 0.602 0.357

Atomic partial charges in e from the Mulliken method, atoms 1 to 5: atom 1 (C): 0.626, atom 2 (N): -0.013, atom 3 (N): 0.014, atom 4 (O): -0.506, atom 5 (C): -0.705


Formula: C10H12BrCoNP
Source: OMol25
Level of theory: ωB97M-V/def2-TZVPD

Computed properties:
* charge: -1
* expectation value of S²: 3.779
* HOMO (alpha / beta): -2.137 / -2.462 eV
* ΔE to the lowest compared entry with this formula, charge and spin: 0.340 eV
* 2S+1: 4
* frontier orbital gap (alpha / beta): 4.65 / 4.79 eV

CARTESIAN COORDINATES (ANGSTROEM)
H1 -1.520 -0.151 -3.828
P1 -0.112 3.239 -0.137
H2 1.601 -2.693 -2.219
C1 -0.351 0.837 2.507
C2 -0.587 -0.427 -3.350
H3 2.649 -0.198 -2.448
H4 0.655 1.432 -3.438
C3 -0.012 -1.261 1.299
C4 1.070 -1.800 -2.521
C5 -0.592 0.179 3.704
C6 -0.331 -1.947 2.489
H5 -0.814 -1.786 4.554
H6 -0.140 2.943 -1.527
N1 -0.037 0.106 1.339
C7 -0.607 -1.226 3.657
H7 0.684 4.411 -0.140
Co1 0.636 1.645 1.034
C8 0.588 0.373 -3.227
Br1 -0.486 -3.831 2.432
H8 -0.667 0.781 4.613
H9 -0.667 1.911 2.374
H10 -1.112 -2.393 -2.350
H11 0.312 -1.706 0.369
H12 -1.438 3.711 0.137
C9 1.628 -0.496 -2.688
C10 -0.350 -1.651 -2.635

Atomic partial charges in e from the Mulliken method, atoms 1 to 5: atom 1 (H): 0.388, atom 2 (P): 0.007, atom 3 (H): 0.429, atom 4 (C): 0.001, atom 5 (C): -0.747


Formula: C5H3NO
Source: OMol25
Level of theory: ωB97M-V/def2-TZVPD

Computed properties:
* HOMO: -10.749 eV
* ΔE to the lowest compared entry with this formula, charge and spin: 2.007 eV
* SMILES string: C#CCC(=O)C#N
* frontier orbital gap: 10.28 eV

CARTESIAN COORDINATES (ANGSTROEM)
N1 1.739 -2.374 1.785
C1 -0.634 0.883 -1.004
O1 -0.645 -0.067 1.482
H1 1.432 0.656 -0.612
C2 -1.648 1.518 -0.881
C3 0.513 0.054 -0.646
C4 0.235 -0.468 0.767
H2 -2.547 2.070 -0.719
H3 0.718 -0.777 -1.333
C5 1.119 -1.533 1.289

Atomic partial charges in e from the Mulliken method, atoms 1 to 5: atom 1 (N): -0.335, atom 2 (C): -0.485, atom 3 (O): -0.427, atom 4 (H): 0.277, atom 5 (C): 0.097


Formula: C3H7N2O2
Source: OMol25
Level of theory: ωB97M-V/def2-TZVPD

Computed properties:
* charge: -1
* HOMO: -4.090 eV
* ΔE to the lowest compared entry with this formula, charge and spin: 2.974 eV
* frontier orbital gap: 7.94 eV

CARTESIAN COORDINATES (ANGSTROEM)
N1 0.314 -0.038 -0.353
H1 -1.940 0.161 -0.886
O1 2.435 0.309 -1.106
H2 -0.450 -1.020 1.433
H3 -3.055 1.131 -0.467
C1 1.705 0.184 -0.102
O2 2.012 0.283 1.106
H4 -2.178 -1.632 -0.026
H5 -2.506 -0.582 1.294
C2 -0.642 -0.237 0.674
C3 -2.132 -0.569 0.261
N2 -3.101 0.119 -0.633
H6 -0.688 0.662 1.288
H7 0.218 -0.389 -1.292

Atomic partial charges in e from the Mulliken method, atoms 1 to 5: atom 1 (N): -0.187, atom 2 (H): 0.396, atom 3 (O): -0.773, atom 4 (H): 0.255, atom 5 (H): 0.261


Formula: C27H19I2MnN9Se
Source: OMol25
Level of theory: ωB97M-V/def2-TZVPD

Computed properties:
* charge: +2
* expectation value of S²: 0.768
* HOMO (alpha / beta): -13.649 / -13.514 eV
* ΔE to the lowest compared entry with this formula, charge and spin: 0.000 eV
* 2S+1: 2
* frontier orbital gap (alpha / beta): 7.57 / 7.43 eV

CARTESIAN COORDINATES (ANGSTROEM)
N1 -2.708 1.493 1.949
H1 4.023 2.059 1.355
N2 -0.710 2.453 -1.417
H2 -4.197 -1.893 -3.137
Mn1 0.023 -0.281 -0.807
C1 2.340 1.062 0.487
C2 -3.461 5.208 0.235
C3 -2.562 4.349 -0.354
C4 -1.858 0.654 1.378
C5 -2.979 2.751 1.397
H3 2.136 1.839 -0.237
H4 4.432 0.228 3.013
N3 1.442 -0.710 -2.238
H5 -4.824 5.523 1.868
C6 0.839 1.509 -2.810
N4 -0.122 -2.027 0.318
C7 -2.309 3.101 0.226
C8 -0.992 -4.122 1.075
C9 2.910 -2.064 3.216
H6 -1.717 -0.307 1.858
N5 0.099 1.407 -1.789
I1 -1.628 -1.246 -3.003
H7 -1.736 -4.896 0.954
N6 2.177 -4.129 4.016
N7 3.839 -2.141 4.129
C10 3.296 -0.929 -4.279
C11 1.650 0.319 -3.089
H8 3.641 -2.905 -3.492
H9 -3.173 1.219 2.802
H10 -4.396 3.328 2.911
H11 2.702 1.083 -4.782
C12 1.749 -0.982 1.359
C13 2.565 0.240 -4.118
H12 -3.988 -0.169 -3.561
H13 0.036 -5.060 2.719
C14 -0.019 -4.213 2.047
H14 -1.753 -2.927 -0.548
I2 -4.447 -0.411 -0.950
C15 -3.886 3.614 1.999
C16 0.822 -2.107 1.284
C17 3.622 0.172 2.297
H15 0.862 2.402 -3.426
H16 -2.041 4.616 -1.263
N8 1.531 0.004 0.468
C18 2.154 -1.828 -2.393
Se1 3.575 -3.662 5.006
H17 4.017 -1.014 -5.081
N9 -1.201 0.907 0.280
C19 -1.009 -3.018 0.231
C20 1.986 -3.168 3.153
C21 -1.376 2.151 -0.348
C22 3.090 -1.979 -3.403
C23 -3.735 -0.954 -2.861
C24 3.395 1.180 1.384
H18 1.956 -2.624 -1.686
H19 -3.659 6.172 -0.210
C25 0.913 -3.182 2.162
C26 -4.121 4.840 1.412
C27 2.780 -0.938 2.293

Atomic partial charges in e from the Mulliken method, atoms 1 to 5: atom 1 (N): 0.204, atom 2 (H): 0.453, atom 3 (N): -1.398, atom 4 (H): 0.443, atom 5 (Mn): -0.826


Formula: C21H19ClN4O2
Source: OMol25
Level of theory: ωB97M-V/def2-TZVPD

Computed properties:
* HOMO: -7.997 eV
* ΔE to the lowest compared entry with this formula, charge and spin: 0.802 eV
* SMILES string: N#Cc1nc(COc2cccc(Cl)c2)oc1N1CCN(c2ccccc2)CC1
* frontier orbital gap: 8.55 eV

CARTESIAN COORDINATES (ANGSTROEM)
N1 -1.707 0.462 -0.544
O1 -1.290 0.908 1.700
H1 0.425 -4.052 3.333
C1 -0.310 1.214 -2.415
H2 -1.374 -1.509 -1.056
C2 -1.121 1.832 3.988
H3 -1.594 -3.834 4.748
C3 -1.493 1.962 2.548
H4 3.568 -2.761 -4.116
C4 -0.976 -0.551 4.212
C5 0.655 -1.933 3.134
C6 -1.735 0.953 -1.906
N2 0.461 -0.002 -2.287
C7 3.169 -1.759 -4.057
H5 3.598 1.326 -5.342
H6 -2.202 0.178 -2.520
C8 -1.704 1.336 0.488
H7 -0.366 1.498 -3.466
C9 0.513 -0.465 -0.916
H8 0.966 0.303 -0.264
C10 0.177 -0.670 3.444
C11 0.034 -3.081 3.589
C12 2.124 0.795 -3.898
H9 0.705 0.190 3.068
H10 0.127 2.049 -1.841
C13 -1.605 -1.705 4.685
H11 4.542 -0.952 -5.492
H12 1.118 -1.366 -0.843
C14 -1.098 -2.950 4.378
C15 2.107 -1.501 -3.214
O2 -1.565 0.625 4.564
H13 -0.035 1.954 4.114
H14 -2.332 1.862 -1.961
N3 -3.033 4.264 -1.113
H15 1.748 1.804 -3.840
N4 -1.987 2.993 1.967
C16 -2.638 3.536 -0.316
H16 -2.492 -1.592 5.287
H17 -0.905 -1.087 0.609
C17 1.567 -0.216 -3.114
H18 -1.627 2.630 4.536
C18 3.182 0.525 -4.748
H19 1.680 -2.309 -2.639
Cl1 2.063 -2.060 2.133
C19 3.714 -0.748 -4.832
C20 -2.140 2.649 0.640
C21 -0.910 -0.746 -0.426

Atomic partial charges in e from the Mulliken method, atoms 1 to 5: atom 1 (N): 0.080, atom 2 (O): -0.151, atom 3 (H): 0.458, atom 4 (C): -0.590, atom 5 (H): 0.356